# 1
This record from OMol25 describes the ion CH3NO4P with charge +1 in a non-equilibrium geometry. The level of theory is ωB97M-V with the def2-TZVPD basis set.

Last column: Mulliken charge in e.
Geometry (Å):
O (-2.3035, 2.8187, -2.3559)  -0.45
N (-1.5752, 2.0727, -1.9232)  0.64
C (-0.8917, 1.2836, -1.3949)  0.13
P (-0.0820, 0.2345, -0.2341)  0.81
O (-1.2245, -0.3039, 0.6844)  -0.44
O (0.8921, 0.9872, 0.6887)  -0.39
O (0.5468, -1.0613, -0.9155)  -0.44
H (-0.8184, -0.7111, 1.4595)  0.34
H (1.8431, 0.9783, 0.4601)  0.40
H (0.0944, -1.8858, -0.6425)  0.39

Atoms 1-2, force components in eV/Å:
-1.75 2.13 -1.67
1.51 -2.13 2.02

## Properties
Total charge: +1
SMILES: O=[N+]=C=P(O)(O)O
E, Ha: -736.683625
Gap between HOMO and LUMO, eV: 10.9
Relative energy (zero: lowest compared OMol25 entry of this formula, charge and spin), kcal/mol: 1.7
E_HOMO, eV: -15.407


# 2
This record from OMol25 describes a cluster of 5 separate species, C36H75IN5O5 in total in a non-equilibrium geometry. The level of theory is ωB97M-V with the def2-TZVPD basis set.

Last column: Löwdin spin population.
Geometry (Å):
C (2.1286, -3.3176, 0.8979)  0.00
C (3.3315, -2.7973, 0.1196)  0.00
C (3.7624, -1.4021, 0.5815)  0.00
C (2.9234, -0.3092, -0.0771)  0.00
C (3.0448, 1.0567, 0.6102)  0.00
C (1.8244, 1.9589, 0.4177)  0.00
C (1.5202, 2.2175, -1.0753)  0.00
C (0.3969, 1.3153, -1.6338)  0.00
C (-0.9346, 2.0679, -1.8425)  0.00
C (-2.1176, 1.3007, -1.2681)  0.00
C (-3.4482, 2.0509, -1.4166)  0.00
C (-4.6942, 1.1644, -1.4933)  0.00
C (-5.3642, 0.7171, -0.1769)  0.00
C (-6.3315, -0.4673, -0.4787)  0.00
I (-7.9158, 0.0787, -1.8517)  0.00
C (-5.6316, -1.7494, -0.9375)  0.00
C (-6.5340, -2.8734, -1.4567)  0.00
C (-4.3676, 0.2035, 0.8958)  0.02
C (-4.1216, 1.0949, 2.1223)  0.03
C (-3.2849, 0.2811, 3.1126)  0.00
C (-3.3540, 2.3944, 1.8581)  0.01
N (-5.4184, 1.4604, 2.7615)  0.39
O (-5.7630, 0.8171, 3.8056)  0.50
C (-6.5373, 1.8880, 1.8665)  0.03
C (-6.9343, 3.3187, 2.2784)  0.01
C (-7.7664, 1.0015, 2.1031)  0.01
C (-6.1035, 1.9323, 0.3950)  0.00
H (1.2633, -2.6747, 0.7341)  0.00
H (1.8515, -4.3234, 0.5834)  0.00
H (2.3345, -3.3358, 1.9685)  0.00
H (4.1658, -3.4925, 0.2096)  0.00
H (3.0614, -2.7236, -0.9362)  0.00
H (3.6712, -1.3567, 1.6721)  0.00
H (4.8206, -1.2648, 0.3504)  0.00
H (3.2907, -0.2167, -1.1007)  0.00
H (1.8880, -0.6349, -0.1226)  0.00
H (3.9184, 1.5721, 0.2063)  0.00
H (3.2031, 0.8953, 1.6803)  0.00
H (2.0337, 2.9139, 0.9087)  0.00
H (0.9541, 1.5383, 0.9244)  0.00
H (1.2525, 3.2613, -1.2256)  0.00
H (2.4521, 2.0175, -1.6063)  0.00
H (0.2192, 0.5148, -0.9191)  0.00
H (0.6977, 0.8180, -2.5523)  0.00
H (-1.0940, 2.2102, -2.9124)  0.00
H (-0.8820, 3.0455, -1.3629)  0.00
H (-1.9029, 1.0443, -0.2318)  0.00
H (-2.2104, 0.3578, -1.8198)  0.00
H (-3.3822, 2.5802, -2.3715)  0.00
H (-3.5418, 2.8308, -0.6612)  0.00
H (-5.4595, 1.7180, -2.0408)  0.00
H (-4.4357, 0.3141, -2.1213)  0.00
H (-6.8582, -0.7090, 0.4390)  0.00
H (-5.1123, -2.1503, -0.0671)  0.00
H (-4.8692, -1.5455, -1.6855)  0.00
H (-7.4344, -2.9711, -0.8548)  0.00
H (-5.9817, -3.8119, -1.3887)  0.00
H (-6.7893, -2.7336, -2.5028)  0.00
H (-3.3995, -0.0360, 0.4611)  0.00
H (-4.7483, -0.7333, 1.3048)  0.00
H (-2.2983, 0.1447, 2.6646)  0.00
H (-3.7046, -0.7060, 3.2829)  0.00
H (-3.1600, 0.8127, 4.0497)  0.00
H (-3.9357, 3.1453, 1.3313)  0.00
H (-2.4195, 2.2192, 1.3310)  0.00
H (-3.0965, 2.8294, 2.8259)  0.00
H (-7.1142, 3.3365, 3.3518)  0.00
H (-7.8765, 3.5768, 1.7929)  0.00
H (-6.1732, 4.0452, 2.0045)  0.00
H (-8.2453, 1.2573, 3.0429)  0.00
H (-7.5126, -0.0545, 2.1506)  0.00
H (-8.4600, 1.1446, 1.2756)  0.00
H (-5.4716, 2.8086, 0.2538)  0.00
H (-7.0069, 2.1381, -0.1774)  0.00
C (0.8380, -2.0647, -3.8815)  0.00
O (0.9438, -1.7768, -2.7023)  0.00
N (1.8590, -2.0082, -4.7523)  0.00
C (1.7338, -2.4191, -6.1330)  0.00
C (3.1331, -1.5127, -4.2540)  0.00
H (-0.1078, -2.4144, -4.3311)  0.00
H (2.4240, -3.2363, -6.3520)  0.00
H (1.9541, -1.5865, -6.8049)  0.00
H (0.7178, -2.7603, -6.3235)  0.00
H (3.4562, -2.1248, -3.4165)  0.00
H (3.0173, -0.4826, -3.9102)  0.00
H (3.8779, -1.5522, -5.0445)  0.00
C (5.4794, -4.4259, -1.9070)  0.00
O (4.8713, -3.7519, -2.7200)  0.00
N (4.9522, -5.4738, -1.2512)  0.00
C (5.6941, -6.2103, -0.2487)  0.00
C (3.5878, -5.8703, -1.5618)  0.00
H (6.5237, -4.2169, -1.6268)  0.00
H (5.7948, -7.2586, -0.5401)  0.00
H (5.1872, -6.1582, 0.7162)  0.00
H (6.6854, -5.7791, -0.1378)  0.00
H (3.5032, -6.1423, -2.6148)  0.00
H (2.8989, -5.0505, -1.3696)  0.00
H (3.3164, -6.7236, -0.9451)  0.00
C (-0.2627, 4.3092, 2.0996)  0.00
O (-0.8853, 3.9287, 1.1262)  0.00
N (-0.5031, 5.4604, 2.7531)  0.00
C (0.2671, 5.8658, 3.9102)  0.00
C (-1.5755, 6.3154, 2.2723)  0.00
H (0.5628, 3.7234, 2.5375)  0.00
H (-0.3794, 5.9754, 4.7832)  0.00
H (0.7685, 6.8177, 3.7242)  0.00
H (1.0211, 5.1125, 4.1284)  0.00
H (-2.5261, 5.7818, 2.2966)  0.00
H (-1.3867, 6.6193, 1.2425)  0.00
H (-1.6399, 7.1976, 2.9042)  0.00
C (8.7452, -2.3180, 0.7880)  0.00
O (7.7237, -2.8942, 0.4685)  0.00
N (8.7939, -1.0701, 1.2871)  0.00
C (10.0441, -0.4296, 1.6372)  0.00
C (7.5454, -0.3467, 1.4733)  0.00
H (9.7424, -2.7799, 0.6853)  0.00
H (10.0592, -0.1691, 2.6974)  0.00
H (10.1867, 0.4807, 1.0515)  0.00
H (10.8715, -1.1064, 1.4340)  0.00
H (6.8940, -0.8846, 2.1624)  0.00
H (7.0213, -0.2512, 0.5221)  0.00
H (7.7592, 0.6421, 1.8707)  0.00

Atoms 1-2, force components in eV/Å:
0.02 0.12 -0.09
-0.13 0.22 0.05

## Properties
Total charge: 0
E, Ha: -2364.320556
Gap between HOMO and LUMO (spin up / spin down), eV: 8.2 / 9.5
Spin multiplicity: 2
E_HOMO (spin up / spin down), eV: -7.575 / -8.879


# 3
This record from OMol25 describes a cluster of 5 separate species, C2H12O5 in total in a non-equilibrium geometry. The level of theory is ωB97M-V with the def2-TZVPD basis set.

Last column: Mulliken charge in e.
Geometry (Å):
C (3.3276, 0.9211, -0.7354)  -0.88
C (2.0259, 0.8255, -0.4805)  0.20
O (1.4999, -0.2376, 0.1934)  -0.48
H (3.6014, 1.6495, -1.4761)  0.27
H (4.0790, 0.6473, -0.0154)  0.25
H (1.2472, 1.4403, -0.9193)  0.32
H (0.5876, -0.0503, 0.4524)  0.30
O (-0.5666, 1.5962, 1.6884)  -0.59
H (-0.6769, 1.9135, 2.5945)  0.28
H (-1.4770, 1.5446, 1.3704)  0.33
O (-1.3303, 0.8510, -1.3371)  -0.61
H (-0.7216, 0.1960, -1.6997)  0.32
H (-1.7852, 0.3327, -0.6500)  0.32
O (-2.8121, -0.5332, 0.6843)  -0.70
H (-3.3208, -1.2048, 0.2132)  0.31
H (-2.0877, -1.0582, 1.0516)  0.34
O (-0.7271, -2.9247, -0.3289)  -0.62
H (-0.3728, -3.0650, -1.2099)  0.31
H (-0.0214, -2.9105, 0.3232)  0.32

Atoms 1-2, force components in eV/Å:
-0.42 1.26 0.53
-0.40 -0.99 -0.69

## Properties
Total charge: 0
SMILES: C=CO.O.O.O.O
E, Ha: -459.557007
Gap between HOMO and LUMO, eV: 8.9
Relative energy (zero: lowest compared OMol25 entry of this formula, charge and spin), kcal/mol: 23.0
E_HOMO, eV: -8.624


# 4
This record from OMol25 describes a structure of composition C4H7AgO2 in a non-equilibrium geometry. The level of theory is ωB97M-V with the def2-TZVPD basis set.

Last column: Mulliken charge in e.
Geometry (Å):
H (-1.3765, 0.6020, -2.0213)  0.13
O (-0.2701, -0.7642, -3.2850)  -0.42
C (-0.6989, 0.3314, -3.0131)  0.06
H (-0.5149, 1.2079, -3.6715)  0.28
C (0.6920, 0.9861, -0.7000)  -0.82
C (-0.4955, 1.2202, -0.0482)  -0.35
C (-1.0287, 0.3343, 1.0642)  -0.07
H (1.1623, 1.7846, -1.2823)  0.36
H (1.2122, 0.0391, -0.5201)  0.27
H (-0.9367, 2.2235, -0.1141)  0.36
H (-0.5722, -0.6769, 0.9291)  0.26
H (-2.1188, 0.1831, 0.8726)  0.22
O (-0.7781, 0.8840, 2.3025)  -0.79
Ag (1.1139, 1.9409, 2.3311)  0.50

Atoms 1-2, force components in eV/Å:
1.32 -1.04 -2.66
-0.43 1.00 0.48

## Properties
Total charge: 0
E, Ha: -453.897690
Gap between HOMO and LUMO, eV: 7.1
Relative energy (zero: lowest compared OMol25 entry of this formula, charge and spin), kcal/mol: 16.2
E_HOMO, eV: -8.501